No. 1
{
  "formula": "C31H51N7OSi3Y",
  "method": "ωB97M-V/def2-TZVPD",
  "e_tot_ha": -2577.269843,
  "max_force_ev_per_a": 1.21,
  "homo_ev": -10.72,
  "relative_energy_ev": 0.226,
  "charge": 1,
  "symbols": ["Y", "Si", "Si", "Si", "O", "N", "N", "N", "N", "N", "N", "N", "C", "C", "C", "C", "C", "C", "C", "C", "C", "C", "C", "C", "C", "C", "C", "C", "C", "C", "C", "C", "C", "C", "C", "C", "C", "C", "C", "C", "C", "C", "C", "H", "H", "H", "H", "H", "H", "H", "H", "H", "H", "H", "H", "H", "H", "H", "H", "H", "H", "H", "H", "H", "H", "H", "H", "H", "H", "H", "H", "H", "H", "H", "H", "H", "H", "H", "H", "H", "H", "H", "H", "H", "H", "H", "H", "H", "H", "H", "H", "H", "H", "H"],
  "coordinates": [[0.358, 0.421, -0.655], [-2.775, -0.252, -2.228], [-2.211, -1.693, 0.506], [-0.832, -2.493, -2.036], [2.745, 4.067, -1.173], [-1.260, 2.579, -0.365], [1.466, -0.354, 4.035], [2.923, 0.733, -0.153], [1.206, 2.376, -1.537], [1.269, 1.790, 3.183], [0.873, -0.006, 1.765], [1.718, -1.569, -1.751], [-4.024, 0.873, -1.400], [5.612, 1.362, 0.086], [3.033, -4.013, -1.775], [-0.834, 3.628, -1.088], [-3.848, -2.580, 0.381], [1.179, 0.469, 2.949], [4.729, 2.258, -0.487], [3.392, 1.900, -0.588], [2.400, 2.893, -1.147], [0.884, 2.733, 2.151], [-2.448, 5.080, -0.082], [0.297, 3.396, -2.043], [0.533, -0.258, 5.160], [5.124, 0.152, 0.566], [-2.272, 2.782, 0.494], [-2.521, -0.376, 1.812], [-3.878, -1.467, -3.138], [-2.887, 4.002, 0.672], [-1.705, -4.128, -1.868], [-1.834, 0.787, -3.504], [-0.543, -2.213, -3.872], [1.661, -3.952, -1.588], [1.874, -1.721, 3.753], [1.976, 2.347, 4.333], [3.724, -2.837, -2.029], [1.010, -2.720, -1.621], [-1.532, -1.064, -1.105], [3.033, -1.644, -1.994], [-1.411, 4.886, -0.972], [-0.962, -2.867, 1.327], [3.778, -0.115, 0.428], [-0.774, 0.947, -3.263], [-3.440, 0.180, 1.613], [2.598, -1.737, 2.941], [5.031, 3.230, -0.848], [-4.336, 0.516, -0.414], [-0.025, 2.402, 1.663], [2.356, -2.129, 4.640], [-0.011, -3.087, -4.260], [-3.861, -3.363, -0.378], [-4.086, -3.040, 1.345], [-1.719, -4.517, -0.848], [1.030, -2.375, 3.499], [-0.881, -2.643, 2.396], [1.081, -4.857, -1.456], [0.997, -0.679, 6.051], [-1.841, 0.307, -4.485], [-2.902, 6.057, 0.030], [0.673, 3.696, 2.612], [2.629, 1.599, 4.772], [-4.490, -0.915, -3.858], [-2.742, -4.012, -2.194], [-0.391, -0.810, 4.955], [-0.114, 3.089, -3.009], [-1.451, -2.090, -4.462], [-3.696, 4.096, 1.383], [-4.650, -1.873, 0.147], [-1.241, -4.878, -2.516], [-1.694, 0.327, 1.940], [3.546, -0.706, -2.168], [2.584, 3.184, 3.991], [-2.600, 1.925, 1.056], [3.360, -1.048, 0.788], [-3.351, -2.248, -3.685], [6.663, 1.604, 0.172], [0.091, -1.339, -4.045], [-1.278, -3.911, 1.247], [-4.917, 0.896, -2.031], [-2.286, 1.777, -3.617], [4.785, -2.838, -2.243], [1.286, 2.715, 5.093], [3.553, -4.964, -1.763], [-2.655, -0.886, 2.772], [5.773, -0.574, 1.037], [-3.671, 1.898, -1.300], [-4.561, -1.958, -2.437], [1.671, 2.870, 1.407], [0.041, -2.815, 0.888], [0.274, 0.776, 5.367], [0.809, -1.017, 1.842], [-1.023, 5.701, -1.571], [0.833, 4.330, -2.197]],
  "lowdin_charge": [1.54, 0.35, 0.34, 0.39, 0.05, 0.05, -0.17, 0.02, -0.10, -0.12, 0.07, -0.02, -0.16, -0.03, -0.04, -0.25, -0.17, -0.43, 0.02, -0.20, -0.52, -0.02, -0.03, -0.17, -0.04, -0.04, -0.16, -0.19, -0.17, -0.04, -0.16, -0.17, -0.16, -0.05, -0.05, -0.03, -0.04, -0.31, -0.59, -0.15, 0.01, -0.18, -0.16, 0.00, 0.02, 0.08, 0.13, 0.02, 0.05, 0.10, 0.05, 0.02, 0.05, 0.03, 0.08, 0.02, 0.11, 0.10, 0.04, 0.12, 0.11, 0.09, 0.05, 0.03, 0.09, 0.11, 0.02, 0.12, 0.03, 0.05, -0.01, 0.11, 0.10, 0.07, 0.10, 0.01, 0.12, 0.03, 0.04, 0.04, 0.04, 0.11, 0.09, 0.12, 0.04, 0.11, 0.01, 0.04, 0.09, 0.01, 0.08, 0.02, 0.13, 0.12]
}

No. 2
{
  "formula": "C12H17N2O",
  "method": "ωB97M-V/def2-TZVPD",
  "e_tot_ha": -651.857088,
  "max_force_ev_per_a": 5.00,
  "homo_ev": -12.50,
  "relative_energy_ev": 4.468,
  "charge": 1,
  "symbols": ["O", "N", "N", "C", "C", "C", "C", "C", "C", "C", "C", "C", "C", "C", "C", "H", "H", "H", "H", "H", "H", "H", "H", "H", "H", "H", "H", "H", "H", "H", "H", "H"],
  "coordinates": [[0.006, -2.157, -0.256], [-1.656, 1.086, -0.289], [2.165, 0.314, -0.364], [-1.513, -0.229, -0.187], [1.636, 1.100, 0.717], [-3.882, -0.485, -0.055], [1.164, -1.884, -1.180], [2.935, 0.899, -1.386], [-4.011, 0.853, -0.150], [0.923, -0.400, -0.954], [0.071, -0.688, 1.684], [-2.860, 1.662, -0.346], [-0.174, -0.835, 0.165], [-2.622, -1.062, -0.052], [1.175, 0.405, 1.913], [2.366, 1.778, -1.876], [-0.927, -0.451, 2.100], [3.252, 0.229, -2.193], [-2.479, -2.163, 0.071], [0.822, 1.637, 0.278], [-5.073, 1.011, -0.266], [1.327, -2.364, -2.157], [3.852, 1.324, -0.897], [-2.940, 2.686, -0.297], [-4.834, -1.004, 0.089], [2.096, -0.028, 2.276], [2.154, -2.040, -0.546], [0.437, -1.752, 2.185], [2.745, -0.451, 0.036], [2.439, 1.802, 0.930], [0.874, 1.055, 2.763], [0.532, 0.151, -1.757]],
  "lowdin_charge": [-0.05, 0.12, -0.15, -0.25, -0.18, -0.07, -0.01, -0.02, -0.05, -0.09, -0.04, -0.07, -0.38, 0.01, -0.14, 0.16, 0.12, 0.12, 0.14, 0.13, 0.11, 0.14, 0.13, 0.08, 0.13, 0.11, 0.15, 0.19, 0.18, 0.15, 0.15, 0.14]
}

no.,Kohn-Sham gap (eV)
1,8.453
2,9.708